No. 1
This record from the Open Molecules 2025 dataset describes a molecular structure, C14H36ClN6O3PV. The level of theory is wB97M-V/def2-TZVPD.

XYZ file:
```
62
Properties=species:S:1:pos:R:3:mulliken_charge:R:1
V 1.0697 0.0423 1.3008 0.353
Cl 1.7509 2.3694 1.5794 -0.139
P -1.2870 0.9841 -1.1733 -1.270
O -0.1405 0.6271 2.8663 -0.447
O -1.7852 -0.9211 2.7975 -0.707
O -0.5572 0.3656 -0.0178 0.140
N -0.3656 1.1149 -2.5326 0.784
N -2.5255 -0.0322 -1.5476 0.531
N 2.5034 -0.5330 2.6949 -0.082
N 2.3587 -1.3572 0.0248 -0.218
N 0.3786 -1.8730 1.5739 -0.033
N -1.7766 2.4953 -0.7931 0.527
C -3.3813 -0.4667 -0.4266 -0.820
C 3.6302 -1.6415 0.7572 -0.739
C -1.3019 0.1431 3.1947 -0.157
C 0.2336 -2.5967 0.2902 -0.035
C -2.8400 3.1274 -1.5785 -1.097
C -0.2649 2.3074 -3.3708 -1.155
C -1.6436 3.0265 0.5730 -0.624
C 0.0528 -0.1215 -3.2001 -1.128
C 1.5993 -2.5677 -0.4128 -0.979
C 1.9323 -1.6594 3.4882 -0.854
C 3.8018 -0.7959 2.0253 -0.868
C -3.2440 0.0803 -2.8183 -0.985
C 1.1696 -2.6279 2.5859 -0.685
C 2.1644 1.3735 0.1606 -0.877
H -3.8047 3.0465 -1.0708 0.295
H 3.2436 1.3497 0.0303 0.662
H 1.1214 -0.0759 -3.4314 0.362
H -0.5137 -2.0686 -0.2943 -0.269
H -2.6176 4.1863 -1.7200 0.353
H 1.6811 1.7781 -0.7253 0.334
H 2.6327 0.2481 3.3303 0.415
H -0.4823 -0.2733 -4.1414 0.394
H -0.1074 -3.6210 0.4370 0.586
H -2.5907 0.4603 -3.6041 0.342
H 1.2438 -1.2202 4.2042 0.371
H 0.5231 -3.2624 3.1851 0.534
H 1.4708 -2.5618 -1.4920 0.575
H 4.4919 -1.4775 0.1143 0.418
H 1.8660 -3.2852 2.0687 0.335
H -3.8122 -1.4407 -0.6626 0.371
H 3.6418 -2.6964 1.0165 0.401
H -3.5964 -0.9060 -3.1219 0.323
H 0.7409 2.3627 -3.7897 0.335
H 4.4995 -1.2948 2.6991 0.422
H 2.7096 -2.1854 4.0424 0.446
H -1.0331 2.3744 1.1863 -0.053
H -2.8029 -0.5625 0.4904 0.102
H 2.5601 -0.7853 -0.7804 0.446
H -2.9328 2.6751 -2.5643 0.350
H -4.1153 0.7380 -2.7412 0.321
H -2.6314 3.1163 1.0352 0.251
H -0.4296 3.2055 -2.7821 0.375
H -0.1342 -0.9872 -2.5671 0.236
H -0.5639 -1.6584 1.9508 0.501
H -1.1817 4.0146 0.5529 0.231
H -4.2048 0.2350 -0.2567 0.320
H 2.1744 -3.4596 -0.1745 0.351
H 4.2263 0.1724 1.7757 0.404
H -0.9737 2.2875 -4.2063 0.279
H -1.8308 0.7088 3.9656 0.449
```

Its net charge is +1. For the orbital gap (alpha / beta), the calculation gives 9.206 / 9.555 eV. The expectation value of S² is 2.0260. As for the energy: -2854.80823 Eh. Its highest occupied orbital energy (alpha / beta) is -11.3 / -11.6 eV. The value obtained for the energy above the lowest of the compared OMol25 structures with the same formula, charge and spin is 0.0 kJ/mol. The spin multiplicity is 3.

No. 2
This record from the Open Molecules 2025 dataset describes a molecular structure, C14H36F3O7PtS5. The level of theory is wB97M-V/def2-TZVPD.

XYZ file:
```
66
Properties=species:S:1:pos:R:3:mulliken_charge:R:1
Pt 11.8380 -22.6914 13.8567 5.003
S 9.3772 -20.0412 13.2485 0.218
S 12.2410 -22.1840 10.3720 0.262
S 12.6260 -21.6821 17.1761 0.261
S 13.5495 -19.8596 14.4455 0.449
S 14.2990 -24.0245 15.1677 0.698
F 9.7232 -26.5018 16.2476 -0.270
F 7.8013 -26.4182 15.3857 -0.285
F 9.2569 -27.1876 14.3677 -0.315
O 10.8176 -24.6649 13.9657 -0.852
O 13.7592 -23.4646 13.8745 -0.635
O 9.5015 -23.7758 15.5476 0.169
O 10.1684 -21.3113 13.4424 -1.462
O 12.0508 -22.0858 15.8055 -1.242
O 13.0312 -20.9500 13.5056 -0.947
O 11.8566 -22.7154 11.7842 -0.557
C 11.9124 -22.9030 18.3945 -0.722
C 13.8157 -25.7510 15.1204 -1.114
C 16.1098 -24.1199 14.8546 -1.255
C 7.7077 -20.4130 13.7531 -0.975
C 15.3327 -20.2261 14.8889 -1.148
C 8.4201 -22.1568 17.1051 -0.957
C 9.5020 -24.7858 14.5153 0.010
C 14.0376 -21.7500 10.3740 -0.534
C 13.9408 -18.4015 13.4055 -1.078
C 11.5516 -20.3252 17.7981 -0.874
C 9.1062 -19.8804 11.4405 -1.051
C 9.0463 -26.1769 15.1748 0.501
C 8.2038 -23.4165 16.1672 -0.635
C 12.3846 -23.7120 9.3714 -1.057
H 12.9335 -26.0870 15.6654 0.282
H 10.0371 -19.5833 10.9576 0.282
H 14.6256 -22.4910 10.9155 0.205
H 14.4390 -21.6279 9.3679 0.501
H 12.1934 -23.4869 8.3222 0.375
H 10.5279 -20.6392 17.5940 0.056
H 16.5831 -23.2004 14.5102 0.338
H 7.4988 -21.8361 17.5914 0.475
H 8.6968 -20.8176 11.0634 0.327
H 14.1523 -20.8347 10.9546 -0.127
H 14.5374 -26.4719 15.5044 0.445
H 12.5958 -23.7080 18.6646 0.351
H 15.5307 -21.1622 15.4110 0.204
H 14.5657 -17.7063 13.9661 0.449
H 7.9513 -24.2476 16.8257 0.402
H 13.3108 -24.2434 9.5903 0.321
H 8.4049 -19.1341 11.0672 0.447
H 14.4035 -18.7517 12.4828 0.285
H 11.8078 -22.3568 19.3320 0.450
H 12.9798 -17.9169 13.2330 0.353
H 15.7976 -19.4200 15.4564 0.515
H 7.2919 -21.3584 13.4046 0.277
H 16.5190 -24.2680 15.8540 0.444
H 13.5900 -25.9619 14.0751 0.295
H 7.7662 -20.4204 14.8415 0.215
H 7.3601 -23.1806 15.5187 0.315
H 11.6940 -20.0151 18.8333 0.467
H 9.0614 -22.3774 17.9584 0.368
H 11.7996 -19.4459 17.2037 0.275
H 11.0137 -23.2984 17.9212 -0.085
H 8.7994 -24.4993 13.7328 0.260
H 8.7185 -21.2401 16.5965 -0.026
H 11.5911 -24.3730 9.7201 0.358
H 16.3090 -24.8797 14.0988 0.391
H 7.0828 -19.6302 13.3233 0.527
H 15.9728 -20.3198 14.0116 0.377
```

Its net charge is +1. For the orbital gap (alpha / beta), the calculation gives 6.896 / 7.580 eV. The expectation value of S² is 2.0050. As for the energy: -3491.01262 Eh. Its highest occupied orbital energy (alpha / beta) is -8.9 / -9.6 eV. The value obtained for the energy above the lowest of the compared OMol25 structures with the same formula, charge and spin is 326.8 kJ/mol. The spin multiplicity is 3.

No. 3
This record from the Open Molecules 2025 dataset describes 3 unconnected molecules or ions with the total composition C14H36NO6P. The level of theory is wB97M-V/def2-TZVPD.

XYZ file:
```
58
Properties=species:S:1:pos:R:3:mulliken_charge:R:1
P -2.9215 -3.2923 -0.0928 -0.178
O -1.5679 2.4179 4.7529 -0.372
O 4.5552 0.3265 -1.8167 -0.314
O 7.2903 1.2852 -2.3315 -0.375
O -6.1050 -0.5252 0.4798 -0.514
O -4.0366 -2.0030 -0.2006 -0.023
O -0.9149 1.4725 2.0426 -0.306
N -1.6142 -2.7953 -1.1656 -0.388
C -0.8281 0.1536 2.5577 -0.785
C 0.7182 -1.8431 -1.0839 -0.546
C 6.7646 0.0457 -2.7867 -0.531
C -0.3474 -2.7164 -0.3832 -0.482
C -0.1793 2.4668 5.0330 -0.700
C -5.3051 -2.4698 -0.6605 -0.795
C -2.1257 2.1225 2.4059 -0.528
C -6.1468 -0.4610 -1.9812 -1.285
C -1.9101 3.0954 3.5511 -0.544
C -6.3487 -1.3153 -0.6774 0.321
C 5.2688 0.1324 -3.0303 -0.518
C 7.5100 1.3062 -0.9308 -0.698
C 4.1515 1.6738 -1.6285 -0.870
C 0.5382 -0.3159 -0.8622 -0.188
H -1.0926 0.1125 3.6164 0.513
H 5.0389 0.9251 -3.7484 0.362
H -2.8460 3.6299 3.7400 0.368
H 4.9683 2.3734 -1.8189 0.456
H 6.9959 -0.7569 -2.0799 0.328
H 0.4205 2.2123 4.1563 0.285
H 4.9268 -0.8166 -3.4543 0.366
H 6.6480 0.9241 -0.3794 0.293
H 3.8273 1.7874 -0.5944 0.239
H -2.4638 2.6823 1.5287 0.376
H 0.1569 -0.0388 0.1305 -0.142
H -0.0850 0.1769 -1.6247 0.373
H -7.0869 0.0395 -2.2540 0.358
H 0.7451 -2.0498 -2.1675 0.265
H -1.4843 -0.5131 1.9876 0.132
H -5.6967 -3.2587 0.0141 0.391
H -0.5373 -2.4434 0.6638 0.451
H -6.3138 0.3789 0.2634 0.290
H -5.7880 -1.1457 -2.7629 0.326
H -1.5111 -3.5201 -1.8680 0.304
H 3.3075 1.9035 -2.2873 0.304
H 0.0971 3.4650 5.3888 0.328
H -5.3781 0.2927 -1.7490 0.343
H -2.8994 1.3918 2.6583 0.345
H -7.3841 -1.6961 -0.6758 0.252
H 1.7112 -2.1199 -0.6870 0.294
H -3.5344 -4.4455 -0.7015 0.034
H 8.3966 0.7141 -0.6810 0.324
H 0.0307 1.7445 5.8209 0.247
H -1.1465 3.8353 3.2921 0.324
H 0.0645 -3.7499 -0.3655 0.276
H 7.6844 2.3393 -0.6330 0.246
H 1.5522 0.1437 -0.9543 -0.105
H 0.2014 -0.1858 2.4409 0.274
H -5.2338 -2.9080 -1.6729 0.428
H 7.2629 -0.1854 -3.7330 0.371
```

For the orbital gap, the calculation gives 9.240 eV. As for the energy: -1402.42892 Eh. Its highest occupied orbital energy is -8.4 eV. The value obtained for the energy above the lowest of the compared OMol25 structures with the same formula, charge and spin is 0.0 kJ/mol.